Here is 10 unconnected molecules or ions with the total composition C16H12Cl27F6NO8 from the Open Molecules 2025 dataset. Energies are from wB97M-V/def2-TZVPD.

```
70
C16H12Cl27F6NO8 | the Open Molecules 2025 dataset | wB97M-V/def2-TZVPD
Cl -4.73 -3.57 -2.63
Cl 6.94 1.65 -2.08
Cl -9.83 -4.91 3.39
Cl 6.27 3.79 -3.92
Cl -5.05 -3.58 0.61
Cl -7.70 -2.97 3.72
Cl -7.17 -1.56 -1.21
Cl -9.66 -8.26 0.33
Cl -4.45 -2.05 3.00
Cl 5.96 5.17 3.73
Cl 10.26 4.11 4.04
Cl 10.04 6.67 2.69
Cl -8.67 -4.03 -1.07
Cl 8.83 4.63 -8.17
Cl -7.65 -7.07 -1.40
Cl 4.34 1.69 -3.38
Cl -10.24 -7.80 -2.48
Cl -2.32 -2.77 1.17
Cl -2.02 -4.56 -2.32
Cl 7.08 2.52 -7.22
Cl 6.18 2.61 5.09
Cl 10.28 4.22 1.14
Cl 6.22 2.74 2.19
Cl -3.01 -3.88 -4.96
Cl -9.28 -1.87 0.77
Cl 5.99 4.73 -8.76
Cl -9.29 -3.77 6.01
F 0.88 0.52 1.68
F -2.00 2.47 2.33
F 0.61 2.18 3.09
F -0.10 2.43 -0.35
F 0.08 3.92 1.25
F -1.42 0.47 3.06
O 3.79 0.80 1.47
O 1.65 1.13 -2.10
O -3.17 0.73 0.68
O -1.16 -0.05 0.01
O 2.64 2.40 -0.54
O 2.69 3.53 1.39
O 3.42 0.27 3.50
O 2.77 0.10 -0.50
N 3.76 -0.19 2.50
C -1.32 1.35 2.02
C -9.29 -3.48 4.27
C -8.74 -2.28 -0.86
C -3.43 -4.51 -3.37
C 2.07 2.89 0.61
C 9.65 4.95 2.62
C 0.54 2.72 0.81
C -1.99 0.64 0.82
C -8.99 -8.21 -1.30
C 5.57 3.46 3.67
C 0.20 1.67 1.89
C -4.03 -2.34 1.31
C 6.05 2.08 -3.54
C 2.28 1.18 -1.11
C 7.21 4.24 -7.59
C 4.00 0.21 0.23
H 6.45 1.50 -4.36
H 4.37 -0.80 0.36
H -8.62 -9.20 -1.55
H -1.12 -0.97 0.30
H 8.57 4.85 2.60
H -4.19 -1.42 0.76
H 4.49 3.36 3.65
H -3.79 -5.52 -3.49
H -9.46 -1.88 -1.57
H -9.99 -2.68 4.07
H 7.04 4.79 -6.68
H 4.70 0.82 -0.33
```

The LUMO energy comes out at -0.52 eV. As for the structure (SMILES): O=NOCOC(=O)OC(=O)C(F)(F)C(F)(F)C(F)(F)C(=O)O.ClC(Cl)Cl.ClC(Cl)Cl.ClC(Cl)Cl.ClC(Cl)Cl.ClC(Cl)Cl.ClC(Cl)Cl.ClC(Cl)Cl.ClC(Cl)Cl.ClC(Cl)Cl. The HOMO-LUMO gap is 10.42 eV. The charge is 0.

***

Here is a molecular structure, C45H39Cl3CoN2O4SSb2 from the Open Molecules 2025 dataset. Energies are from wB97M-V/def2-TZVPD.

```
97
C45H39Cl3CoN2O4SSb2 | the Open Molecules 2025 dataset | wB97M-V/def2-TZVPD
Sb -2.59 0.24 -0.66
Sb 0.05 0.30 1.71
Co 0.77 0.31 -1.12
Cl 2.09 -2.53 -4.26
Cl 1.07 0.11 -3.64
Cl -0.53 -1.79 -5.14
S 3.96 -0.72 -0.90
O -0.36 -3.35 -2.52
O 4.91 -0.49 0.16
O 4.48 -0.76 -2.25
O -0.11 -1.35 -1.51
N 2.75 0.40 -0.80
N 0.90 2.27 -1.01
C 3.61 -4.66 -0.76
C 4.81 3.57 -0.98
C 3.21 1.72 -0.91
C -0.47 1.59 5.86
C 2.49 -4.91 0.04
C -2.48 0.81 -3.65
C 1.78 -3.83 0.55
C 2.38 -1.32 3.13
C 2.06 -6.32 0.35
C -6.99 0.63 -1.07
C 4.52 2.20 -0.95
C 4.16 0.81 3.03
C -3.57 -1.29 -3.23
C -1.35 3.40 4.54
C -2.93 -1.66 0.32
C -0.48 1.42 3.45
C -2.79 0.70 -5.01
C -3.50 -0.40 -5.47
C -3.89 -1.40 -4.58
C 2.88 0.95 2.51
C -1.72 -2.27 1.08
C 0.12 4.52 -1.06
C -5.70 0.12 -1.01
C -1.07 2.68 3.38
C 2.49 4.10 -0.99
C 0.65 -1.64 -3.83
C -2.88 -0.17 -2.75
C -6.19 2.77 -0.32
C 2.19 2.71 -0.97
C -4.63 0.93 -0.60
C 3.99 -3.36 -1.06
C 1.98 -0.11 2.56
C -7.24 1.96 -0.74
C 3.67 -1.46 3.65
C -0.09 3.13 -1.05
C -1.05 2.85 5.78
C -1.17 -1.42 2.24
C -0.19 0.88 4.70
C 2.16 -2.53 0.26
C 3.83 4.52 -0.98
C 4.56 -0.39 3.60
C 0.02 -2.20 -2.49
C 1.40 4.99 -1.03
C 3.25 -2.30 -0.56
C -4.90 2.26 -0.25
H -8.24 2.35 -0.80
H -1.26 3.41 6.68
H 4.06 5.58 -0.99
H -0.23 1.16 6.83
H 5.85 3.88 -1.00
H -2.47 1.46 -5.70
H 4.86 1.64 2.98
H -1.99 -1.00 2.83
H -3.75 -1.47 1.01
H 1.05 -6.50 -0.04
H 1.70 -2.16 3.18
H 5.56 -0.51 3.98
H 1.60 6.06 -1.05
H -3.75 -0.49 -6.52
H 0.91 -4.02 1.17
H 2.04 -6.49 1.43
H -7.80 -0.01 -1.40
H -3.87 -2.08 -2.55
H -0.94 -2.51 0.36
H -6.38 3.80 -0.05
H 2.59 1.90 2.06
H 1.61 -1.70 0.67
H 4.85 -3.17 -1.70
H 4.17 -5.49 -1.17
H 2.73 -7.05 -0.10
H -3.27 -2.36 -0.44
H -4.09 2.91 0.08
H 3.98 -2.41 4.08
H -1.31 3.12 2.41
H -1.81 4.38 4.47
H -2.06 -3.23 1.50
H 5.34 1.50 -0.95
H -0.73 5.18 -1.10
H -4.43 -2.27 -4.94
H 0.28 -0.10 4.78
H -1.93 1.68 -3.31
H -5.52 -0.91 -1.28
H -0.56 -2.02 2.91
H -1.09 2.72 -1.07
```

The LUMO energy (alpha / beta) comes out at -0.99 / -0.52 eV. Its expectation value of S² is 0.761. The multiplicity is 2. The HOMO-LUMO gap (alpha / beta) is 6.85 / 7.30 eV. The charge is 0.

***

E for the records above, in order: -14297.8091 -5790.6489 Ha